# 1
13
Properties=species:S:1:pos:R:3 method="wB97M-V/def2-TZVPD" total_energy_ha=-174.38102 total_charge=0 smiles="C=CN.C" lumo_energy_ev=1.05
C -1.25524 -0.46154 -1.92687
C -0.16292 0.13960 -1.46505
N 0.22587 1.51342 -1.57440
H -2.14208 0.01305 -2.34953
H -0.96756 -1.57168 -2.02545
H 0.77604 -0.45312 -1.22038
H -0.57443 2.08129 -2.18786
H 0.89683 2.07472 -1.10353
C 0.65864 -0.64302 2.79367
H 0.25197 -0.96593 1.82647
H 1.10497 0.34427 2.82290
H -0.23959 -0.72000 3.39641
H 1.42749 -1.35107 3.01362

# 2
14
Properties=species:S:1:pos:R:3 method="wB97M-V/def2-TZVPD" total_energy_ha=-228.96839 total_charge=+1 smiles="CC/[NH+]=C/N" lumo_energy_ev=-4.04
C 1.59569 0.82581 0.13425
C 1.13166 -0.38251 -0.69584
N -0.37971 -0.40185 -0.60248
C -1.01844 -0.34113 0.52267
N -2.36431 -0.25948 0.55614
H 0.99163 1.74642 -0.18641
H 1.58717 0.65068 1.21252
H 2.68431 0.91025 -0.04327
H 1.43152 -0.25211 -1.75564
H 1.54656 -1.32020 -0.28543
H -0.84068 -0.44310 -1.50589
H -0.56265 0.03104 1.46467
H -2.95388 -0.34430 -0.25094
H -2.84886 -0.41953 1.43563

# 3
14
Properties=species:S:1:pos:R:3 method="wB97M-V/def2-TZVPD" total_energy_ha=-228.79713 total_charge=+1 lumo_energy_ev=-3.63
C 2.57693 0.29825 -0.31337
C -0.35729 -1.66846 0.36705
C 0.26511 -0.34794 0.15168
N 1.42167 -0.03492 -0.17650
N -0.52601 0.86451 0.72408
H 3.29957 0.69149 -0.98661
H -1.89476 1.83702 -2.15370
H -0.60544 -1.83318 1.50692
H -1.12558 -2.07717 -0.36846
H 0.42852 -2.36636 0.14152
H -1.41329 1.52552 -1.61412
H -1.09630 1.29077 -0.03211
H 0.16723 1.41237 1.33070
H -1.14035 0.40810 1.42290

# 4
14
Properties=species:S:1:pos:R:3 method="wB97M-V/def2-TZVPD" total_energy_ha=-228.62816 total_charge=+1 lumo_energy_ev=-7.91
C -2.51360 -1.63466 0.34150
N -1.29003 -1.46597 0.91347
H -2.81418 -2.50072 -0.24745
H -3.34302 -1.02895 0.74996
H -0.00527 0.50798 0.19317
H -1.39106 -0.87015 -0.03553
C 2.21672 1.22319 0.28182
C 0.24373 0.41834 -0.83344
N 0.93710 1.55174 -0.29414
H 3.05736 0.82590 -0.36492
H 2.08421 0.63975 1.21188
H 2.60914 2.15991 0.59693
H -0.54404 0.70096 -1.51385
H 0.75294 -0.52732 -0.99940

# 5
14
Properties=species:S:1:pos:R:3 method="wB97M-V/def2-TZVPD" total_energy_ha=-228.79338 total_charge=+1 lumo_energy_ev=-5.97
C -2.34270 -1.29114 0.72267
N -1.65681 -0.34485 1.29597
H -2.24987 -2.19870 -0.03174
H -3.33608 -0.99880 0.71220
H -2.57378 0.33301 1.59837
H 0.35712 0.63485 0.42844
C 2.34171 0.39074 0.11576
C 0.25255 0.67127 -1.31100
N 1.00105 0.80868 -0.22177
H 2.63108 -0.47937 -0.60028
H 2.52576 -0.22480 1.09104
H 3.01275 1.13149 -0.02453
H -0.67066 1.23011 -1.41764
H 0.70788 0.33751 -2.35748

# 6
15
Properties=species:S:1:pos:R:3 method="wB97M-V/def2-TZVPD" total_energy_ha=-304.41909 total_charge=-1 smiles=NCCNC[O-] lumo_energy_ev=4.08
N 0.73721 1.72915 1.78644
C 1.14195 0.34740 1.54609
C 0.04204 -0.47862 0.89003
N 0.02904 -0.26172 -0.52700
C -1.19475 -0.45675 -1.42914
O -0.87475 -1.02820 -2.58196
H 1.41314 2.44965 1.58757
H -0.06682 1.94532 1.20144
H 1.53171 -0.06308 2.48943
H 2.01541 0.26637 0.90203
H -0.93046 -0.21847 1.31400
H 0.31828 -1.52045 1.12765
H 0.91442 -0.48104 -0.96101
H -1.88343 -1.08329 -0.79911
H -1.59750 0.57782 -1.54876

# 7
15
Properties=species:S:1:pos:R:3 method="wB97M-V/def2-TZVPD" total_energy_ha=-304.17539 total_charge=+1 smiles="C[C@](N)([NH3+])C=O" lumo_energy_ev=-4.33
C 0.86326 -1.02832 -0.27512
C -0.19882 0.07919 -0.18079
N 0.48418 1.35067 -0.48745
N -0.61060 0.24570 1.36312
C -1.53790 -0.19082 -0.74669
O -2.59222 0.15162 -0.23906
H 1.69385 -0.84480 0.43697
H 1.18108 -1.02283 -1.27097
H 0.44321 -2.01592 0.06194
H 1.39392 1.40926 -0.86888
H -0.17568 1.93696 -0.92026
H -0.95406 -0.69428 1.66614
H -1.55662 0.85109 1.43845
H 0.14914 0.65147 1.90486
H -1.46052 -0.59133 -1.75350

# 8
15
Properties=species:S:1:pos:R:3 method="wB97M-V/def2-TZVPD" total_energy_ha=-304.15103 total_charge=+1 lumo_energy_ev=-3.70
C 0.84192 1.68462 1.45038
C 1.44797 1.27539 0.27186
C -0.10262 -1.75271 -0.75655
N -0.99931 -2.60643 -1.24846
N -0.40555 -0.18199 -1.15230
O 0.89071 -1.89700 -0.16004
H 0.83225 1.07266 2.28094
H 0.78503 2.72072 1.63806
H 1.63948 2.01971 -0.61123
H 1.59340 0.18659 0.28113
H -0.86258 -3.52387 -0.96220
H -1.98230 -2.33121 -1.54828
H 0.05016 -0.04843 -2.06658
H 0.02945 0.42181 -0.41802
H -1.41236 0.12958 -1.10298

Largest force on an atom (eV/A)
6.2; 3.0; 4.5; 4.9; 6.4; 1.3; 4.9; 4.9
Relative energy (zero: lowest compared OMol25 entry of this formula, charge and spin) (eV)
1.960; 0.501; 5.161; 9.759; 5.263; 1.275; 2.040; 2.703
Frontier orbital gap (eV)
9.36; 11.31; 8.87; 4.59; 8.25; 6.34; 10.69; 10.55